# 1
The following is a quantum chemistry calculation of 11 unconnected molecules or ions with the total composition C36H93F6N8O17S2, from the OMol25 dataset.

Output
energy	-123513.4263	eV
Kohn-Sham gap	4.99	eV
LUMO	-0.224	hartree
HOMO energy	-11.1	eV
charge	+3

CARTESIAN COORDINATES (ANGSTROEM)
C -0.702 -0.560 1.110
F 0.003 -1.675 1.167
F -1.749 -0.699 0.334
F -1.039 -0.202 2.333
S 0.331 0.756 0.255
O -0.177 2.032 0.719
O 1.707 0.446 0.580
N -0.062 0.350 -1.388
S 0.618 1.504 -2.215
O -0.255 2.666 -2.169
O 2.004 1.716 -1.905
C 0.589 0.891 -3.997
F -0.569 0.327 -4.317
F 0.822 1.913 -4.806
F 1.589 0.018 -4.075
C 0.163 -3.102 -4.078
C 0.349 -3.530 -2.631
C 1.794 -3.397 -2.211
O 2.320 -2.097 -2.495
C 3.358 -1.709 -1.601
N -0.505 -2.636 -1.758
H -0.539 -3.166 -0.867
H -0.016 -1.764 -1.520
H -1.384 -2.470 -2.233
H -0.902 -3.216 -4.305
H 0.765 -3.655 -4.795
H 0.359 -2.047 -4.259
H -0.034 -4.517 -2.371
H 2.411 -4.059 -2.831
H 2.050 -3.720 -1.199
H 3.154 -2.025 -0.574
H 3.417 -0.625 -1.651
H 4.309 -2.182 -1.863
C 5.292 3.616 -1.282
C 5.310 4.658 -2.428
C 4.142 4.405 -3.341
O 4.078 5.345 -4.404
C 3.100 4.949 -5.342
N 5.202 6.064 -1.931
H 4.419 6.114 -1.263
H 6.020 6.350 -1.400
H 4.924 6.669 -2.705
H 6.221 3.716 -0.721
H 5.185 2.562 -1.517
H 4.408 3.966 -0.744
H 6.253 4.597 -2.974
H 3.207 4.474 -2.768
H 4.167 3.382 -3.728
H 3.294 3.999 -5.844
H 3.022 5.796 -6.023
H 2.098 4.896 -4.897
C -5.687 2.963 7.467
C -5.335 1.597 6.908
C -3.944 1.526 6.242
O -3.471 0.202 6.300
C -2.368 -0.086 5.432
N -5.232 0.624 8.124
H -6.174 0.560 8.507
H -4.967 -0.312 7.822
H -4.526 1.025 8.736
H -4.839 3.280 8.077
H -6.592 2.918 8.073
H -5.836 3.703 6.684
H -6.009 1.107 6.208
H -3.250 2.207 6.748
H -4.024 1.778 5.180
H -2.022 -1.080 5.706
H -1.547 0.603 5.643
H -2.751 -0.052 4.413
C -2.990 -7.195 6.421
C -2.248 -5.940 5.944
C -2.946 -5.271 4.794
O -2.260 -4.113 4.401
C -2.979 -3.419 3.399
N -2.127 -4.913 7.071
H -2.051 -5.404 7.962
H -1.218 -4.478 6.909
H -2.810 -4.160 7.121
H -4.016 -6.984 6.726
H -2.537 -7.825 7.186
H -3.087 -7.845 5.550
H -1.219 -6.218 5.723
H -4.005 -5.056 4.987
H -2.901 -5.997 3.973
H -2.644 -2.394 3.222
H -4.045 -3.305 3.618
H -2.877 -3.821 2.387
C 8.311 -1.382 3.695
C 7.417 -0.368 4.448
C 6.413 0.377 3.530
O 5.819 -0.721 2.830
C 4.648 -0.296 2.177
N 6.718 -1.107 5.563
H 7.326 -1.828 5.957
H 6.426 -0.496 6.325
H 5.913 -1.611 5.173
H 7.794 -2.337 3.637
H 9.292 -1.439 4.166
H 8.548 -1.054 2.685
H 7.896 0.431 5.019
H 6.982 1.037 2.875
H 5.797 1.007 4.180
H 4.726 0.624 1.581
H 3.707 -0.105 2.706
H 4.341 -0.984 1.385
C -4.210 2.610 -0.346
C -4.198 1.736 -1.600
C -4.043 2.512 -2.892
O -3.794 1.717 -4.048
C -3.540 2.583 -5.113
N -3.078 0.752 -1.542
H -2.102 1.040 -1.395
H -3.250 -0.064 -0.922
H -3.061 0.210 -2.414
H -4.282 2.029 0.572
H -4.962 3.397 -0.379
H -3.286 3.190 -0.238
H -5.120 1.157 -1.587
H -3.250 3.255 -2.735
H -4.941 3.090 -3.135
H -4.387 3.210 -5.443
H -3.437 2.009 -6.038
H -2.787 3.375 -5.038
C -1.770 0.007 -9.605
C -1.023 0.837 -8.611
C 0.456 0.495 -8.266
O 0.410 -0.782 -7.706
C 1.711 -1.281 -7.418
N -1.068 2.302 -9.043
H -0.513 2.311 -9.901
H -2.017 2.607 -9.260
H -0.647 2.968 -8.393
H -1.361 -1.004 -9.534
H -1.625 0.229 -10.666
H -2.841 -0.025 -9.410
H -1.468 0.765 -7.617
H 0.693 1.167 -7.428
H 1.093 0.785 -9.110
H 2.307 -0.611 -6.794
H 2.255 -1.626 -8.298
H 1.675 -2.181 -6.803
C -5.338 -0.368 2.281
C -4.980 -1.273 1.068
O -5.244 -2.482 1.142
O -4.388 -0.727 0.103
H -5.244 -0.954 3.201
H -6.401 -0.152 2.171
H -4.703 0.511 2.394
C -0.335 -5.993 2.243
C -0.907 -5.401 0.954
O -0.369 -4.354 0.468
O -1.876 -5.981 0.460
H 0.283 -5.297 2.821
H 0.038 -7.012 2.204
H -1.171 -6.018 2.955
C 2.148 4.815 0.270
C 2.806 6.156 0.033
O 3.914 6.408 0.627
O 2.365 6.973 -0.812
H 1.136 4.840 0.683
H 2.703 4.128 0.909
H 1.959 4.315 -0.686

# 2
The following is a quantum chemistry calculation of 12 unconnected molecules or ions with the total composition C36H93NO12S13, from the OMol25 dataset.

Output
energy	-205742.6068	eV
Kohn-Sham gap	8.35	eV
LUMO	0.008	hartree
HOMO energy	-8.1	eV
charge	0

CARTESIAN COORDINATES (ANGSTROEM)
C -5.279 -1.266 3.881
C -5.239 -2.447 2.741
S -4.682 -1.616 1.113
C -2.915 -2.267 0.853
C -1.854 -1.059 0.411
C -0.377 -1.635 0.942
C 0.720 -1.596 -0.299
C 1.805 -2.835 -0.258
C 2.119 -3.422 1.240
C 1.326 -4.858 1.568
S 1.409 -5.303 3.423
C 1.614 -0.245 -0.544
C 2.087 -0.009 -2.108
C 0.919 1.152 -0.042
C 2.127 2.258 0.299
N -0.217 -1.932 -1.479
C -1.469 -1.068 -1.217
O -2.161 -0.422 -2.174
H -4.423 -0.474 3.633
H -5.065 -1.690 4.969
H -6.330 -0.748 3.819
H -4.396 -3.216 3.091
H -6.233 -3.054 2.625
H -2.929 -3.023 -0.052
H -2.608 -2.783 1.876
H -2.227 -0.033 0.868
H -0.611 -2.789 1.000
H 0.018 -1.139 1.951
H 1.460 -3.771 -0.914
H 2.831 -2.476 -0.748
H 1.941 -2.649 2.118
H 3.276 -3.705 1.310
H 1.739 -5.748 0.889
H 0.171 -4.798 1.327
H 0.232 -4.805 4.044
H 2.616 -0.384 0.077
H 3.104 -0.546 -2.383
H 1.280 -0.293 -2.907
H 2.301 1.155 -2.257
H 0.288 1.074 0.940
H 0.227 1.534 -0.933
H 2.208 2.337 1.485
H 3.152 1.882 -0.157
H 1.861 3.300 -0.195
H -0.446 -2.951 -1.595
C -3.312 2.506 3.157
S -2.405 2.644 1.598
O -0.964 2.889 1.935
C -3.125 4.228 1.102
H -2.990 1.595 3.666
H -3.099 3.370 3.792
H -4.383 2.446 2.953
H -2.923 4.986 1.863
H -4.202 4.112 0.964
H -2.671 4.534 0.157
C -4.833 -0.951 -3.984
S -5.758 0.519 -4.489
O -7.181 0.327 -4.055
C -5.682 0.187 -6.266
H -4.786 -0.974 -2.893
H -5.336 -1.852 -4.343
H -3.819 -0.901 -4.387
H -6.133 -0.784 -6.485
H -4.640 0.200 -6.596
H -6.236 0.970 -6.790
C 4.087 -0.827 6.493
S 3.710 -2.308 5.525
O 2.595 -1.961 4.584
C 2.993 -3.249 6.894
H 4.515 -0.076 5.824
H 3.173 -0.431 6.943
H 4.812 -1.073 7.271
H 2.146 -2.704 7.320
H 3.754 -3.417 7.660
H 2.648 -4.212 6.511
C -0.687 4.833 -4.045
S 0.385 3.811 -3.006
O 0.707 4.602 -1.773
C 1.828 3.887 -4.094
H -1.647 4.955 -3.538
H -0.233 5.815 -4.199
H -0.846 4.337 -5.005
H 2.128 4.927 -4.246
H 1.588 3.422 -5.053
H 2.648 3.339 -3.623
C 0.985 4.768 4.089
S 1.266 3.878 5.638
O 0.731 4.730 6.751
C 3.066 4.057 5.634
H -0.091 4.815 3.905
H 1.384 5.783 4.162
H 1.468 4.233 3.267
H 3.337 5.115 5.613
H 3.482 3.545 4.763
H 3.463 3.600 6.544
C 7.398 2.601 9.099
S 7.021 1.120 8.132
O 5.906 1.467 7.191
C 6.304 0.179 9.501
H 7.826 3.352 8.431
H 6.484 2.997 9.549
H 8.124 2.355 9.878
H 5.458 0.724 9.926
H 7.065 0.011 10.267
H 5.959 -0.784 9.118
C -0.975 0.132 -6.274
S 0.772 0.164 -5.803
O 1.268 1.565 -6.007
C 1.359 -0.829 -7.196
H -1.539 0.731 -5.555
H -1.101 0.555 -7.274
H -1.341 -0.897 -6.252
H 1.090 -0.348 -8.140
H 0.918 -1.827 -7.145
H 2.447 -0.912 -7.130
C -5.089 6.469 -3.228
S -4.715 6.673 -4.986
O -3.263 6.351 -5.179
C -4.880 8.474 -5.005
H -5.007 5.409 -2.976
H -4.378 7.039 -2.625
H -6.108 6.809 -3.029
H -4.182 8.921 -4.293
H -5.906 8.750 -4.748
H -4.651 8.833 -6.011
C 5.094 -6.802 -0.709
S 5.389 -5.118 -0.116
O 4.529 -4.197 -0.930
C 7.078 -4.989 -0.752
H 4.071 -7.085 -0.454
H 5.222 -6.845 -1.794
H 5.791 -7.488 -0.222
H 7.083 -5.143 -1.834
H 7.710 -5.733 -0.264
H 7.457 -3.989 -0.527
C -8.980 -2.641 -0.619
S -8.389 -1.452 0.609
O -9.153 -1.696 1.877
C -9.103 0.008 -0.185
H -8.679 -3.643 -0.305
H -10.070 -2.597 -0.689
H -8.532 -2.417 -1.590
H -10.185 -0.110 -0.281
H -8.651 0.147 -1.169
H -8.889 0.881 0.437
C 5.439 -4.756 -6.550
S 5.848 -3.838 -5.045
O 6.954 -4.578 -4.352
C 4.310 -4.216 -4.171
H 6.285 -4.690 -7.237
H 5.249 -5.805 -6.308
H 4.558 -4.313 -7.020
H 4.189 -5.298 -4.076
H 3.465 -3.791 -4.718
H 4.357 -3.768 -3.176

# 3
The following is a quantum chemistry calculation of 12 unconnected molecules or ions with the total composition C36H95BrFN2O21P2S2, from the OMol25 dataset.

Output
energy	-197838.3262	eV
energy above the lowest of the compared OMol25 structures with the same formula, charge and spin	118.5	kcal per mole
Kohn-Sham gap	7.58	eV
LUMO	-0.144	hartree
HOMO energy	-11.5	eV
charge	+1

CARTESIAN COORDINATES (ANGSTROEM)
C -4.399 3.159 2.761
O -3.293 3.660 1.935
C -1.994 3.599 2.658
C -1.058 2.297 2.175
C -0.940 2.479 0.517
C -0.179 3.860 0.065
C 1.287 3.573 -0.689
C 1.334 4.165 -2.233
O 0.557 5.182 -2.682
O 2.311 3.604 -3.191
N -1.916 1.086 2.429
C -1.214 -0.238 2.536
C -1.721 -1.262 1.314
O -1.718 -0.631 -0.014
C -2.409 -1.598 -0.905
O -3.857 -1.333 -0.930
C -4.121 -0.087 -1.676
C -5.402 -0.157 -2.698
O -6.082 1.170 -2.623
P -1.953 -1.075 4.138
S -1.507 -0.129 5.777
C 0.393 -0.207 2.765
O 1.243 -0.161 1.580
P 1.041 -1.726 3.802
O 0.579 -3.233 3.061
Br 3.317 -1.635 3.543
N 0.777 1.016 3.618
C 0.418 2.287 2.882
S 0.751 3.706 4.067
O 2.201 3.447 4.636
O -0.176 3.738 5.314
F 0.877 5.257 3.271
H -4.432 3.566 3.857
H -4.452 1.973 2.689
H -5.403 3.539 2.241
H -2.259 3.403 3.783
H -1.473 4.630 2.476
H -0.356 1.593 0.005
H -2.014 2.481 -0.004
H -0.922 4.436 -0.664
H 0.065 4.604 0.934
H 1.615 2.443 -0.604
H 2.119 4.186 -0.093
H 2.015 2.642 -3.301
H -2.433 1.271 3.341
H -2.681 1.097 1.688
H -1.038 -2.214 1.284
H -2.818 -1.618 1.586
H -2.281 -2.690 -0.444
H -1.922 -1.636 -1.984
H -3.164 0.123 -2.332
H -4.268 0.776 -0.866
H -6.169 -1.013 -2.477
H -5.069 -0.291 -3.830
H -5.347 1.846 -2.469
H -3.406 -0.935 3.971
H -1.713 -2.505 4.174
H 0.742 -0.143 0.717
H 1.199 -3.499 2.311
H 1.790 0.966 3.877
H 1.213 2.412 2.000
C -4.425 2.775 9.206
C -3.996 1.678 8.253
O -4.331 2.036 6.920
H -5.504 2.948 9.133
H -4.178 2.513 10.238
H -3.933 3.720 8.955
H -4.507 0.741 8.493
H -2.917 1.508 8.310
H -3.866 2.865 6.713
C -1.969 8.387 -3.178
C -2.179 7.102 -2.402
O -3.371 6.463 -2.836
H -2.819 9.063 -3.039
H -1.057 8.894 -2.852
H -1.896 8.183 -4.251
H -2.274 7.312 -1.333
H -1.340 6.415 -2.546
H -3.273 6.274 -3.785
C 5.055 1.223 -6.568
C 4.216 2.107 -5.668
O 4.026 1.476 -4.410
H 4.570 0.252 -6.715
H 5.208 1.693 -7.544
H 6.032 1.025 -6.115
H 3.233 2.284 -6.114
H 4.701 3.074 -5.506
H 4.904 1.331 -4.019
C -2.823 -5.774 -3.671
C -3.064 -4.280 -3.617
O -1.824 -3.588 -3.622
H -2.220 -6.098 -2.816
H -3.769 -6.323 -3.664
H -2.266 -6.045 -4.574
H -3.602 -4.012 -2.703
H -3.655 -3.947 -4.476
H -1.358 -3.827 -4.442
C 2.121 -3.394 -2.257
C 1.355 -3.121 -0.979
O 0.091 -2.550 -1.283
H 2.264 -2.469 -2.825
H 3.100 -3.831 -2.039
H 1.564 -4.081 -2.903
H 1.904 -2.417 -0.346
H 1.196 -4.043 -0.412
H -0.392 -3.186 -1.838
C 5.588 -7.384 -2.139
C 5.151 -6.546 -0.955
O 3.813 -6.105 -1.140
H 5.517 -6.807 -3.066
H 6.618 -7.728 -2.014
H 4.937 -8.257 -2.257
H 5.790 -5.663 -0.855
H 5.206 -7.120 -0.026
H 3.253 -6.896 -1.220
C 1.668 -0.852 -7.398
C 0.568 0.004 -6.805
O -0.231 -0.773 -5.925
H 1.242 -1.701 -7.944
H 2.290 -0.268 -8.082
H 2.304 -1.267 -6.609
H -0.078 0.399 -7.594
H 0.985 0.848 -6.247
H 0.350 -1.112 -5.223
C -0.850 4.431 10.763
C -1.950 5.287 11.356
O -2.749 4.509 12.236
H -1.275 3.582 10.217
H -0.228 5.014 10.079
H -0.214 4.016 11.552
H -2.596 5.682 10.567
H -1.533 6.131 11.914
H -2.168 4.170 12.938
C 7.667 -2.360 2.612
C 7.142 -2.709 1.235
O 5.733 -2.879 1.281
H 7.417 -3.149 3.330
H 8.752 -2.230 2.595
H 7.206 -1.437 2.980
H 7.588 -3.643 0.880
H 7.377 -1.919 0.514
H 5.347 -2.042 1.589
C -5.430 -9.166 -6.102
C -5.671 -7.671 -6.049
O -4.431 -6.979 -6.053
H -4.827 -9.489 -5.247
H -6.377 -9.714 -6.095
H -4.873 -9.436 -7.005
H -6.209 -7.403 -5.134
H -6.262 -7.338 -6.907
H -3.965 -7.218 -6.873
C 5.936 1.839 0.154
C 5.132 2.076 -1.107
O 5.336 1.008 -2.020
H 7.002 1.757 -0.079
H 5.793 2.656 0.867
H 5.641 0.899 0.631
H 5.445 3.005 -1.592
H 4.063 2.147 -0.883
H 5.047 0.189 -1.583

> Among the records above, which one has the highest LUMO?

C36H93NO12S13

> Which of these has the lowest energy?

C36H93NO12S13

> charge of number 1 (C36H93F6N8O17S2)?

+3